ORCA calculation (wB97M-V/def2-TZVPD) on C9H23BrInO2 as an isolated structure.

Geometry as XYZ:
```
36
Properties=species:S:1:pos:R:3
C 3.1419 -1.0953 -1.1229
C 1.6918 -1.0595 -0.6583
C 1.3721 -2.3332 0.1429
C 1.3956 0.2295 0.1282
C 0.0785 0.9529 -0.1989
C -0.1135 1.1754 -1.7054
C -1.1431 0.2591 0.4661
O -2.3237 0.4328 -0.2514
In -3.5133 -1.2487 -0.4168
C -5.4315 -0.7741 -1.3310
Br -2.2602 -2.8299 -2.0942
H 3.8046 -1.2716 -0.2711
H 3.3070 -1.8905 -1.8501
H 3.4354 -0.1478 -1.5778
H 1.0765 -1.0869 -1.5590
H 0.9359 -3.1058 -0.4895
H 2.2819 -2.7433 0.5919
H 0.6627 -2.1481 0.9423
H 1.3998 -0.0120 1.1964
H 2.2080 0.9508 -0.0097
H 0.1687 1.9411 0.2630
H 0.8045 0.9724 -2.2625
H -0.3883 2.2086 -1.9149
H -0.9032 0.5363 -2.0889
H -0.8901 -0.7973 0.6105
H -1.2485 0.6736 1.4816
H -3.5854 -2.0467 1.1473
H -5.5091 -1.1960 -2.3327
H -5.5921 0.3020 -1.4051
H -6.2347 -1.1937 -0.7237
C 1.5883 2.9142 2.8401
O 2.4037 1.8025 3.1856
H 0.5567 2.6210 3.0175
H 1.8131 3.7925 3.4540
H 1.6921 3.1808 1.7849
H 3.3179 2.0349 3.0118
```

Net charge = -1
LUMO level = 2.73 eV
Calculated total energy = -3271.3938 Eh
Max |F| = 0.4 eV Å⁻¹